1.
Density functional theory data (ωB97M-V/def2-TZVPD) for a cluster of 2 separate species, C2H7OPS2 in total at a distorted geometry.

The geometry in XYZ format:
```
13
Properties=species:S:1:pos:R:3:forces:R:3
C -1.402436 -1.747373 -0.024978 -1.591 0.022 -0.930
C -0.683028 2.099082 0.148473 0.920 1.009 -5.534
O -1.340188 -0.344886 0.082260 1.363 0.861 0.358
P -0.417397 0.572235 -0.869772 1.266 -0.038 0.642
S 1.989473 -0.561652 0.220851 -0.928 0.322 0.029
S 3.981421 0.008875 0.426490 -0.189 -1.038 -1.786
H -1.291964 -2.080303 -1.047649 0.182 -0.093 -0.328
H -2.411289 -1.881205 0.280388 -0.996 -0.927 0.066
H -0.809524 -2.332089 0.625043 1.228 0.040 0.780
H -1.654019 2.495873 -0.157332 0.050 0.071 0.295
H -0.617772 1.773219 1.074857 0.116 -1.046 4.643
H 0.135284 2.807473 -0.130087 -0.735 -0.397 0.386
H 4.521437 -0.809248 -0.628545 -0.686 1.214 1.378
```
Positions in Å, forces in eV/Å.

## Properties
ΔE to the lowest compared entry with this formula, charge and spin   71.96 kcal per mole
Spin multiplicity   1
Maximum force   0.1109 Eh/bohr
Energy   -1293.29710 hartree

***

2.
Density functional theory data (ωB97M-V/def2-TZVPD) for a cluster of 2 separate species, C20H28N4O3 in total at a distorted geometry.

The geometry in XYZ format:
```
55
Properties=species:S:1:pos:R:3:forces:R:3
C -3.148124 3.131890 5.395149 -0.011 -0.171 0.480
N -3.153980 2.840233 3.976228 0.461 -0.187 -0.786
C -2.837326 1.530691 3.568361 -0.109 -0.373 1.505
O -2.717057 0.659095 4.427835 0.035 0.943 -0.990
C -2.721196 1.269526 2.118579 -0.377 -0.856 -0.198
C -2.524008 -0.028735 1.741064 -0.964 0.719 0.500
C -2.554273 -0.530685 0.377491 0.492 -0.262 -1.616
C -1.676473 0.009749 -0.589227 -0.383 0.007 0.529
C -1.771236 -0.349220 -1.921762 -0.483 -0.561 -0.189
C -2.753502 -1.275811 -2.343779 0.204 0.241 1.055
N -2.852340 -1.650771 -3.690945 -0.253 -0.418 -0.651
C -1.899676 -2.554101 -4.308687 -0.146 0.232 0.262
C -3.685121 -0.945697 -4.645844 0.094 -0.083 0.310
C -3.605432 -1.863087 -1.371232 0.634 0.284 -0.865
C -3.468667 -1.527006 -0.037968 0.022 0.604 0.942
C -3.145431 2.356413 1.203039 -0.567 0.466 -1.599
O -3.525257 2.202288 0.043802 0.725 0.074 1.510
N -3.130847 3.654906 1.751002 -0.005 -0.596 0.759
C -3.380450 4.822817 0.935975 -0.127 0.490 -0.343
C -3.187589 3.935910 3.115218 0.140 0.853 0.118
O -3.284320 5.098683 3.509068 0.085 -1.691 -0.410
H -3.266429 4.207373 5.501017 -0.006 -0.156 0.083
H -3.970217 2.602312 5.886328 0.226 0.084 -0.035
H -2.194240 2.806070 5.823747 -0.255 0.041 0.033
H -2.487950 -0.768631 2.546114 0.135 0.323 -0.065
H -0.931409 0.729934 -0.255289 -0.103 -0.108 -0.110
H -1.106134 0.086859 -2.671502 -0.181 -0.150 0.264
H -1.249432 -3.005536 -3.550062 -0.171 0.098 -0.203
H -2.447849 -3.349765 -4.835791 0.231 0.026 0.046
H -1.280827 -2.021617 -5.049163 0.060 -0.153 0.081
H -4.317733 -0.208454 -4.137651 0.144 -0.204 -0.133
H -3.062118 -0.431690 -5.396921 -0.164 0.051 0.076
H -4.321473 -1.668659 -5.177781 -0.020 0.232 -0.002
H -4.348104 -2.593016 -1.707377 0.293 0.260 0.180
H -4.129184 -1.968591 0.715770 0.195 0.085 -0.301
H -3.384274 4.539837 -0.112454 -0.004 -0.049 0.098
H -4.341100 5.263420 1.226901 0.189 -0.043 -0.252
H -2.600891 5.561473 1.145656 -0.176 -0.115 -0.163
C 0.468948 0.776946 2.918035 -0.003 0.166 0.525
N 1.242726 0.588473 1.733940 0.377 -0.227 -1.017
C 1.894740 1.808391 1.243388 0.187 -0.345 0.633
C 3.029364 1.322059 0.327086 -0.319 0.172 -0.069
C 3.247250 -0.168656 0.673812 -0.225 -0.192 -0.034
C 2.227883 -0.505233 1.776969 0.012 0.671 0.387
H -0.131156 -0.112176 3.143840 0.101 0.177 0.028
H 1.114460 1.001364 3.794688 -0.188 -0.051 -0.074
H -0.214483 1.624986 2.774130 0.181 -0.234 0.103
H 1.155650 2.437874 0.733031 0.157 -0.044 0.037
H 2.305603 2.400370 2.088499 -0.076 -0.118 -0.157
H 2.695574 1.426358 -0.710152 0.295 -0.018 0.086
H 3.935769 1.922399 0.474178 -0.246 -0.154 -0.145
H 3.030623 -0.791295 -0.199016 0.242 0.096 0.062
H 4.273755 -0.366685 1.005847 -0.280 -0.024 -0.138
H 2.735512 -0.544279 2.762983 -0.142 0.050 -0.148
H 1.729954 -1.469550 1.628129 0.070 0.137 0.002
```
Positions in Å, forces in eV/Å.

## Properties
ΔE to the lowest compared entry with this formula, charge and spin   70.19 kcal per mole
Spin multiplicity   1
Maximum force   0.0342 Eh/bohr
Energy   -1223.64728 hartree